[1]
25
Properties=species:S:1:pos:R:3 method="wB97M-V/def2-TZVPD" spin_multiplicity=1 smiles="[NH2+]=C1C=CC(=C2NO[C@H](C(F)F)N2)C=C1" total_charge=+1 e_above_lowest_kcal_mol=0.0 max_force_ev_per_a=4.9
C -2.587 -0.438 -0.250
H 4.221 0.007 1.577
C -1.915 0.439 -1.144
H -4.167 -1.485 0.257
N -3.809 -0.896 -0.488
N 2.219 -0.174 0.945
C 0.037 0.401 0.181
H -4.361 -0.716 -1.216
C 1.404 0.682 0.317
C -1.916 -0.881 0.990
C 4.201 -0.483 -0.661
C -0.634 0.813 -0.965
H 5.043 0.017 -1.148
O 3.352 1.681 0.590
H 0.175 -0.704 1.973
H -2.329 -1.586 1.704
N 2.095 1.699 -0.117
H -0.221 1.583 -1.619
C 3.547 0.251 0.796
C -0.577 -0.554 1.070
H -2.333 0.544 -2.166
H 1.856 2.621 -0.484
F 4.627 -1.649 -0.286
F 3.159 -0.589 -1.522
H 2.077 -1.223 0.853

=====

[2]
32
Properties=species:S:1:pos:R:3 method="wB97M-V/def2-TZVPD" spin_multiplicity=1 total_charge=+1 e_above_lowest_kcal_mol=0.0 max_force_ev_per_a=0.8
H 0.019 3.415 -1.885
C -1.646 0.759 -0.555
N 1.838 1.744 -0.874
C -2.932 1.201 -0.347
H 4.987 1.162 -1.087
S 0.305 -2.976 1.501
H -0.361 3.712 -0.175
H -4.947 0.565 0.042
N 4.118 1.671 -1.087
O -0.415 -1.778 1.872
H 1.872 2.742 -0.715
C 2.979 1.002 -0.948
C -2.273 -1.457 -0.348
Pd 0.738 -0.837 -0.365
O 0.836 -2.822 0.076
C 1.848 -2.917 2.497
N 0.648 1.078 -0.725
F 1.564 -3.188 3.761
F 2.393 -1.696 2.424
H -1.962 -2.493 -0.344
H 4.155 2.665 -1.244
H -4.347 -1.856 0.009
N -1.326 -0.552 -0.547
C -3.928 0.249 -0.133
O -0.294 -4.246 1.724
F 2.726 -3.799 2.033
C -0.493 1.666 -0.788
H -1.649 3.385 -1.331
C -0.632 3.126 -1.057
S 2.949 -0.689 -0.901
H -3.170 2.254 -0.334
C -3.600 -1.091 -0.147

=====

[3]
26
Properties=species:S:1:pos:R:3 method="wB97M-V/def2-TZVPD" spin_multiplicity=1 total_charge=-1 max_force_ev_per_a=13.7 e_tot_ha=-934.36175
C 0.980 -1.735 -0.947
C 0.630 0.492 2.245
F -0.258 -1.597 2.931
C -0.201 2.336 -0.477
C -0.479 1.012 -2.341
La -0.050 -0.040 -0.258
H -2.256 1.807 -1.218
H 1.344 -1.809 -1.982
F 1.924 0.051 2.456
N -1.364 -1.347 -0.229
F -1.616 0.199 2.946
C -1.172 1.738 -1.331
H -2.339 -1.649 -0.234
H -0.360 -3.234 -0.032
H 1.717 0.701 -2.694
F 0.017 0.008 4.492
H 1.736 -2.096 -0.234
C 0.918 1.149 -2.103
F 0.572 1.853 2.483
C -0.324 -0.238 3.174
C -0.409 -2.392 -0.752
H -0.413 2.938 0.409
H -0.941 0.415 -3.130
H -0.786 -2.782 -1.718
C 1.088 1.974 -0.956
H 2.042 2.247 -0.501

=====

[4]
35
Properties=species:S:1:pos:R:3 method="wB97M-V/def2-TZVPD" s_squared=6.0301 spin_multiplicity=5 total_charge=+2 e_above_lowest_kcal_mol=0.0 max_force_ev_per_a=0.4
H 3.035 -0.010 0.956
S -1.238 1.414 -1.267
H 2.036 -0.841 1.984
N 2.927 -1.964 0.604
C -2.801 -2.433 2.080
H 3.668 -4.241 -0.339
F 1.432 2.264 -0.001
N -2.695 -2.098 -0.310
C -1.352 5.283 -0.387
F 2.052 4.745 0.748
O -0.332 -1.730 -2.239
C 2.431 -2.620 -0.463
C 0.516 3.229 -0.131
H -3.586 -2.564 -0.364
N 1.436 -1.962 -1.069
H -3.777 -1.955 2.180
N 0.624 -2.497 -2.010
N 2.910 -3.789 -0.827
O 0.807 -3.559 -2.540
H 2.515 -4.248 -1.636
C -0.083 5.526 0.135
H -2.964 -3.507 1.988
H 3.724 -2.328 1.104
O -0.993 -1.328 0.985
C -0.759 2.929 -0.673
C 0.859 4.486 0.259
Rh 0.327 -0.235 -0.387
F 0.243 6.723 0.514
H -2.242 -1.860 -1.179
C -1.679 4.011 -0.786
F -2.868 3.784 -1.284
N 2.350 -0.755 1.022
F -2.215 6.268 -0.494
C -2.100 -1.913 0.862
H -2.209 -2.227 2.964